Record 1
This record from the Open Molecules 2025 dataset describes a 3-piece molecular cluster, C10H10ClN2 overall at a distorted geometry. The level of theory is ωB97M-V/def2-TZVPD.

ORCA input file:
```
! wB97M-V def2-TZVPD RIJCOSX def2/J DEFGRID3
* xyz -1 1
Cl 5.417 -11.357 -14.589
N 9.106 -9.943 -16.116
C 8.909 -9.748 -14.816
C 9.822 -9.156 -13.947
C 11.035 -8.734 -14.476
C 11.287 -8.915 -15.828
C 10.303 -9.547 -16.582
H 7.944 -10.024 -14.392
H 9.575 -8.976 -12.912
H 11.721 -8.198 -13.828
H 12.202 -8.555 -16.277
H 10.438 -9.750 -17.638
N 3.304 -10.212 -18.208
C 2.618 -10.532 -17.116
C 1.238 -10.319 -17.013
C 0.553 -9.751 -18.069
C 1.252 -9.461 -19.222
C 2.596 -9.755 -19.267
H 3.102 -10.955 -16.239
H 0.687 -10.644 -16.140
H -0.527 -9.680 -17.997
H 0.786 -9.053 -20.112
H 3.224 -9.606 -20.135
*
```

---

Record 2
This record from the Open Molecules 2025 dataset describes C10H10F5GdN as an isolated structure at a distorted geometry. The level of theory is ωB97M-V/def2-TZVPD.

ORCA input file:
```
! wB97M-V def2-TZVPD RIJCOSX def2/J DEFGRID3
* xyz -1 8
C 0.063 -1.319 -1.974
C -1.278 -1.426 -1.449
C -1.207 -2.088 -0.168
C 0.185 -2.387 0.101
C 0.970 -1.907 -1.016
Gd -0.063 -0.069 0.116
C -1.026 1.680 -0.968
C 0.401 1.873 -1.407
C 0.755 2.457 -2.631
N 1.355 1.396 -0.557
H -2.039 -2.281 0.498
H -2.178 -1.047 -1.922
H 0.574 -2.843 1.002
H 2.051 -1.956 -1.106
H 0.347 -0.816 -2.894
H -1.780 1.623 -1.725
H 2.354 1.447 -0.751
H -1.266 2.252 -0.065
H -0.020 2.877 -3.253
H 1.794 2.530 -2.910
F 0.001 1.740 2.660
C 0.455 0.455 2.416
F 1.819 0.423 2.613
C -0.244 -0.512 3.326
F -0.042 -0.175 4.602
F -1.596 -0.507 3.066
F 0.224 -1.788 3.130
*
```

---

Record 3
This record from the Open Molecules 2025 dataset describes C10H10F6HfN7O5S2 as an isolated structure at a distorted geometry. The level of theory is ωB97M-V/def2-TZVPD.

ORCA input file:
```
! wB97M-V def2-TZVPD RIJCOSX def2/J DEFGRID3
* xyz 3 1
Hf 0.121 0.214 -0.013
F 3.630 1.246 3.399
C 2.386 1.486 3.657
F 1.795 0.536 4.311
F 2.160 2.666 4.119
S 1.511 1.377 1.901
O 2.083 0.250 1.100
O 0.073 0.920 2.019
N 1.606 2.754 1.146
S 0.950 2.706 -0.295
O -0.491 2.265 -0.216
O 1.519 1.611 -1.139
C 1.174 4.503 -1.086
F 0.044 4.702 -1.682
F 2.173 4.351 -1.892
F 1.403 5.300 -0.101
N 3.911 -3.512 -3.876
C 3.800 -2.754 -2.811
N 4.852 -2.350 -2.125
N 2.541 -2.402 -2.445
C 1.778 -1.805 -1.728
N 0.851 -1.317 -1.117
H 4.805 -3.835 -4.217
H 3.082 -3.817 -4.366
H 5.788 -2.627 -2.383
H 4.748 -1.793 -1.295
N -4.778 -0.121 3.237
C -4.940 -0.963 2.190
O -5.697 -1.900 2.145
C -4.036 -0.769 0.989
C -4.550 -1.133 -0.255
C -3.748 -1.082 -1.387
C -2.436 -0.730 -1.239
N -1.908 -0.410 -0.028
C -2.720 -0.412 1.068
H -5.401 -0.245 4.022
H -4.334 0.775 3.142
H -5.580 -1.466 -0.309
H -4.131 -1.341 -2.364
H -1.766 -0.726 -2.086
H -2.266 -0.151 2.012
*
```

---

Record 4
This record from the Open Molecules 2025 dataset describes C10H10F6IrN3O5S2 as an isolated structure. The level of theory is ωB97M-V/def2-TZVPD.

ORCA input file:
```
! wB97M-V def2-TZVPD RIJCOSX def2/J DEFGRID3
* xyz 2 1
Ir 0.151 -0.143 0.841
F 1.367 -4.227 -2.140
C 2.003 -3.081 -2.055
F 1.595 -2.237 -2.972
F 3.298 -3.245 -2.104
S 1.628 -2.369 -0.335
O 1.464 -0.882 -0.582
O 2.644 -2.757 0.565
N 0.191 -2.847 0.193
S -1.098 -2.385 -0.587
O -1.398 -0.963 -0.066
O -1.131 -2.479 -2.000
C -2.472 -3.385 0.196
F -3.593 -2.900 -0.283
F -2.296 -4.633 -0.147
F -2.403 -3.227 1.501
C -1.744 1.430 4.369
C -0.801 1.247 3.238
O -1.041 0.352 2.379
N 0.296 1.998 3.149
C 1.205 1.967 2.018
C 0.593 2.555 0.768
C 0.659 3.861 0.351
C 0.003 4.205 -0.831
C -0.680 3.237 -1.550
C -0.698 1.932 -1.089
N -0.077 1.639 0.058
H -2.103 0.456 4.697
H -2.604 1.998 4.007
H -1.291 1.964 5.201
H 0.477 2.666 3.885
H 1.582 0.903 1.843
H 2.124 2.484 2.289
H 1.215 4.593 0.921
H 0.039 5.225 -1.191
H -1.187 3.474 -2.474
H -1.192 1.123 -1.608
*
```

---

Record 5
This record from the Open Molecules 2025 dataset describes C10H10FN3 as an isolated structure at a distorted geometry. The level of theory is ωB97M-V/def2-TZVPD.

ORCA input file:
```
! wB97M-V def2-TZVPD RIJCOSX def2/J DEFGRID3
* xyz 0 1
N -3.930 -0.939 0.767
C -2.764 -0.128 0.317
C -1.703 -0.316 -0.549
N -1.088 0.705 -0.679
N -1.635 1.549 -0.094
C -2.788 1.150 0.703
H -3.428 1.729 1.450
C 0.058 0.947 -1.513
C 1.195 0.337 -0.753
C 2.108 1.034 0.151
C 3.054 0.731 0.901
C 3.245 -0.732 0.693
C 2.575 -1.799 -0.130
C 1.536 -0.961 -0.697
H 0.891 -1.685 -1.499
H 2.670 -2.709 0.032
H 4.195 -1.431 1.409
H 3.684 1.119 1.582
F 1.968 2.516 0.178
H 0.190 2.052 -1.372
H -0.069 0.468 -2.472
H -1.715 -1.215 -0.875
H -4.426 -0.547 1.604
H -3.821 -1.874 0.845
*
```

---

Record 6
This record from the Open Molecules 2025 dataset describes one molecule with the formula C10H10INO3 at a distorted geometry. The level of theory is ωB97M-V/def2-TZVPD.

Calculated values
SMILES: C[C@H](OC(N)=O)[C@H](O)c1ccc#cc1I

ORCA input file:
```
! wB97M-V def2-TZVPD RIJCOSX def2/J DEFGRID3
* xyz 0 1
C 1.114 -1.774 -1.126
C 0.599 -0.634 -0.316
O -0.292 -1.165 0.709
C -0.344 -0.587 1.897
N -1.267 -1.155 2.822
O 0.364 0.290 2.300
C -0.249 0.373 -1.124
O 0.584 0.930 -2.101
C -1.016 1.287 -0.181
C -0.573 2.483 0.271
C -1.295 3.463 1.043
C -2.514 2.894 1.276
C -3.050 1.781 0.949
C -2.508 0.744 0.269
I -3.411 -1.122 -0.359
H 2.194 -1.561 -1.436
H 0.529 -1.840 -1.946
H 1.131 -2.606 -0.595
H 1.339 -0.097 0.127
H -1.028 -0.718 3.728
H -1.166 -2.148 2.839
H -0.839 -0.282 -1.818
H 0.189 1.836 -2.159
H 0.509 2.661 -0.122
H -1.004 4.391 1.346
*
```

---

Record 7
This record from the Open Molecules 2025 dataset describes a 2-piece molecular cluster, C10H10N2 overall at a distorted geometry. The level of theory is ωB97M-V/def2-TZVPD.

Calculated values
SMILES: c1ccncc1.c1ccncc1

ORCA input file:
```
! wB97M-V def2-TZVPD RIJCOSX def2/J DEFGRID3
* xyz 0 1
C -3.012 1.044 0.050
C -3.016 0.307 1.342
C -2.134 -0.863 1.126
N -1.841 -1.463 -0.048
C -2.222 -0.816 -1.233
C -2.720 0.434 -1.212
H -3.394 2.046 -0.018
H -3.101 0.564 2.281
H -2.059 -1.341 2.053
H -2.031 -1.455 -2.037
H -2.828 1.049 -2.080
C 1.510 0.556 -0.125
C 1.660 -0.902 0.000
C 2.911 -1.383 0.100
N 4.154 -0.610 0.014
C 3.927 0.656 0.117
C 2.705 1.349 0.003
H 0.452 1.027 -0.327
H 0.747 -1.406 0.019
H 3.105 -2.430 -0.397
H 4.757 1.272 0.307
H 2.430 2.365 0.064
*
```

---

Record 8
This record from the Open Molecules 2025 dataset describes one molecule with the formula C10H10N2 at a distorted geometry. The level of theory is ωB97M-V/def2-TZVPD.

Calculated values
SMILES: Cn1ccnc1-c1ccccc1

ORCA input file:
```
! wB97M-V def2-TZVPD RIJCOSX def2/J DEFGRID3
* xyz 0 1
C -1.313 1.924 0.839
N -1.722 0.608 0.224
C -2.991 0.233 0.087
C -2.964 -1.070 -0.416
N -1.584 -1.447 -0.582
C -0.853 -0.413 -0.195
C 0.565 -0.257 -0.099
C 1.283 0.684 -0.965
C 2.621 0.804 -0.904
C 3.397 0.068 0.014
C 2.718 -0.859 0.823
C 1.281 -1.071 0.759
H -1.308 2.655 0.062
H -0.572 1.830 1.332
H -1.949 2.424 1.541
H -3.889 0.592 0.282
H -3.760 -1.577 -0.496
H 0.576 1.500 -1.554
H 3.022 1.507 -1.511
H 4.448 0.051 0.102
H 3.210 -1.610 1.629
H 0.903 -1.757 1.465
*
```

---

Short version: E = -956.8126 -1706.5356 -2589.2117 -2426.7558 -650.8284 -965.0443 -496.4344 -496.4460 Eh, in the order given.